[1]
The following is a quantum chemistry calculation of a cluster of 4 separate species, CH10O3S2 in total, from OMol25.

The geometry in XYZ format:
```
16
Properties=species:S:1:pos:R:3:lowdin_charge:R:1
C 1.369 -0.776 -0.005 -0.449
S 2.147 0.810 0.461 0.368
S 3.476 1.164 -1.106 0.297
H 1.487 -1.020 -1.057 0.036
H 0.308 -0.622 0.195 0.004
H 1.784 -1.578 0.593 0.030
H 4.369 0.222 -0.766 -0.200
O -0.798 1.950 -0.858 -0.061
H 0.135 1.702 -0.906 -0.019
H -0.741 2.902 -0.853 0.045
O -2.646 0.437 0.844 -0.055
H -2.187 0.723 1.640 0.050
H -2.322 1.029 0.156 0.008
O -1.759 -2.390 0.680 -0.074
H -2.395 -3.010 0.310 0.031
H -2.227 -1.543 0.671 -0.010
```

Values from the calculation:
electronic energy: -1066.18850 a.u.
ΔE to the lowest compared entry with this formula, charge and spin: 0.8 kcal/mol
SMILES string: CSS.O.O.O
gap between HOMO and LUMO: 9.59 eV
molar mass: 134.2 u



[2]
The following is a quantum chemistry calculation of a structure of composition CH11BNO5PSi2 at a distorted geometry, from OMol25.

The geometry in XYZ format:
```
22
Properties=species:S:1:pos:R:3:lowdin_charge:R:1
N -2.503 -0.238 -1.231 0.078
B -2.396 -0.300 0.253 -0.579
O -3.396 0.264 1.122 0.034
Si -0.854 -1.112 1.202 0.611
O -0.070 0.172 2.026 -0.453
Si 1.621 0.199 1.818 0.507
C 2.195 -0.184 0.044 -0.378
P 1.301 0.765 -1.275 0.515
O 0.164 1.624 -0.767 -0.325
O 0.747 -0.370 -2.379 -0.169
O 2.434 1.655 -2.102 -0.153
H -2.340 0.750 -1.464 0.076
H -3.471 -0.402 -1.519 0.062
H -4.243 -0.175 0.997 0.083
H 0.025 -1.820 0.245 -0.033
H -1.372 -2.163 2.105 -0.034
H 2.291 -0.772 2.709 -0.027
H 2.081 1.537 2.235 -0.023
H 3.273 0.113 -0.022 0.059
H 2.156 -1.267 -0.196 0.042
H 0.040 -0.859 -1.930 0.032
H 2.318 2.585 -1.873 0.074
```

Values from the calculation:
electronic energy: -1421.05883 a.u.
gap between HOMO and LUMO: 10.04 eV
molar mass: 215.1 u



[3]
The following is a quantum chemistry calculation of a cluster of 4 separate species, CH11N2O3 in total, from OMol25.

The geometry in XYZ format:
```
17
Properties=species:S:1:pos:R:3:lowdin_charge:R:1
N 0.259 -0.056 -1.662 0.202
C -0.440 -1.110 -1.407 -0.175
N -1.449 -1.206 -0.557 0.193
H -0.034 0.854 -1.249 0.072
H 0.968 -0.129 -2.377 0.144
H -0.186 -2.025 -1.909 0.156
H -1.756 -2.106 -0.241 0.131
H -1.588 -0.495 0.128 0.102
H 3.475 -2.285 0.309 0.037
H 3.702 -0.759 0.169 0.037
O 3.086 -1.472 -0.022 -0.067
H -0.842 2.858 -0.359 0.088
H -0.768 1.683 0.665 0.022
O -0.498 1.972 -0.217 -0.028
H -1.835 1.997 2.852 0.066
H -0.787 1.029 3.330 0.066
O -1.305 1.249 2.547 -0.046
```

Values from the calculation:
electronic energy: -379.72512 a.u.
ΔE to the lowest compared entry with this formula, charge and spin: 11.4 kcal/mol
charge: +1
gap between HOMO and LUMO: 11.80 eV
molar mass: 99.1 u